1.
5 unconnected molecules or ions with the total composition C8H17Br2I2NO8, computed with ωB97M-V/def2-TZVPD.

Calculated values
- Total charge: 0

Bonds (Å) are listed after each position.
Positions of all 38 atoms, in Å:
1 O 4.870 -0.807 -1.162  N2 1.151
2 N 4.180 -0.022 -1.645  O1 1.151, O3 1.461
3 O 2.961 0.102 -0.848  N2 1.461, C4 1.380
4 C 2.037 0.935 -1.444  O3 1.380, Br5 1.941, C6 1.536, C12 1.547
5 Br 2.425 2.794 -1.045  C4 1.941
6 C 1.826 0.857 -2.964  C4 1.536, O7 1.179, O8 1.381
7 O 2.414 0.309 -3.827  C6 1.179
8 O 0.681 1.605 -3.149  C6 1.381, C9 1.407
9 C -0.251 1.251 -2.156  O8 1.407, I10 2.188, I11 2.117, C12 1.574
10 I -1.636 -0.131 -3.135  C9 2.188, I11 3.463, Br13 3.236
11 I -1.390 2.913 -1.503  C9 2.117, I10 3.463
12 C 0.595 0.584 -1.009  C4 1.547, C9 1.574, Br13 1.953, H14 1.089
13 Br 0.448 -1.363 -0.987  I10 3.236, C12 1.953
14 H 0.393 0.889 0.017  C12 1.089
15 C 0.963 1.551 3.015  O16 1.431, H17 1.084, H18 1.093, H19 1.092
16 O 1.568 1.452 1.722  C15 1.431, H20 0.963
17 H 0.038 2.103 2.903  C15 1.084
18 H 0.746 0.560 3.423  C15 1.093
19 H 1.611 2.094 3.706  C15 1.092
20 H 2.394 0.968 1.813  O16 0.963
21 C -3.580 -4.046 -3.978  O22 1.425, H23 1.087, H24 1.093, H25 1.093
22 O -3.539 -2.625 -3.881  C21 1.425, H26 0.962
23 H -3.376 -4.303 -5.014  C21 1.087
24 H -2.823 -4.512 -3.343  C21 1.093
25 H -4.565 -4.433 -3.706  C21 1.093
26 H -3.725 -2.390 -2.967  O22 0.962
27 C 0.568 -4.486 1.638  O28 1.422, H29 1.087, H30 1.093, H31 1.093
28 O 0.300 -4.771 0.271  C27 1.422, H32 0.961
29 H 0.198 -5.327 2.219  C27 1.087
30 H 1.640 -4.376 1.822  C27 1.093
31 H 0.053 -3.579 1.966  C27 1.093
32 H 0.624 -4.031 -0.251  O28 0.961
33 C -1.404 5.271 4.198  O34 1.424, H35 1.087, H36 1.093, H37 1.093
34 O -1.148 4.111 3.413  C33 1.424, H38 0.962
35 H -0.754 5.220 5.068  C33 1.087
36 H -1.179 6.186 3.644  C33 1.093
37 H -2.443 5.303 4.537  C33 1.093
38 H -1.717 4.145 2.638  O34 0.962

2.
12 unconnected molecules or ions with the total composition C48H96O24S9 in a non-equilibrium geometry, computed with ωB97M-V/def2-TZVPD.

Calculated values
- Total charge: 0

Bonds (Å) are listed after each position.
Positions of all 177 atoms, in Å:
1 O -22.395 1.391 -17.194  S2 1.422
2 S -21.687 0.243 -16.745  O1 1.422, O3 1.419, C4 1.824, C7 1.852
3 O -22.103 -1.052 -17.149  S2 1.419
4 C -19.894 0.487 -16.975  S2 1.824, C5 1.483, H8 1.075, H9 1.116
5 C -19.536 1.280 -15.774  C4 1.483, C6 1.500, H10 1.088, H11 1.079
6 C -20.138 0.646 -14.556  C5 1.500, C7 1.521, H12 1.127, H13 1.047
7 C -21.580 0.303 -14.897  S2 1.852, C6 1.521, H14 1.119, H15 1.083
8 H -19.689 0.936 -17.931  C4 1.075
9 H -19.537 -0.570 -16.988  C4 1.116
10 H -18.475 1.512 -15.700  C5 1.088
11 H -19.977 2.246 -15.964  C5 1.079
12 H -20.075 1.312 -13.649  C6 1.127
13 H -19.582 -0.160 -14.186  C6 1.047
14 H -22.306 1.085 -14.562  C7 1.119
15 H -21.869 -0.703 -14.620  C7 1.083
16 O -20.839 6.250 -9.637  S17 1.439
17 S -21.495 7.248 -10.440  O16 1.439, O18 1.439, C19 1.786, C22 1.780
18 O -20.877 7.480 -11.719  S17 1.439
19 C -23.270 7.067 -10.515  S17 1.786, C20 1.542, H23 1.077, H24 1.096
20 C -23.796 8.254 -9.685  C19 1.542, C21 1.499, H25 1.096, H26 1.071
21 C -22.809 9.365 -9.884  C20 1.499, C22 1.479, H27 1.100, H28 1.093
22 C -21.466 8.817 -9.599  S17 1.780, C21 1.479, H29 1.106, H30 1.075
23 H -23.444 6.112 -10.049  C19 1.077
24 H -23.500 7.025 -11.586  C19 1.096
25 H -24.781 8.580 -10.039  C20 1.096
26 H -23.648 8.048 -8.645  C20 1.071
27 H -23.062 10.301 -9.363  C21 1.100
28 H -22.673 9.584 -10.946  C21 1.093
29 H -21.332 8.640 -8.515  C22 1.106
30 H -20.600 9.349 -9.946  C22 1.075
31 O -21.497 -1.702 -12.305  S32 1.441
32 S -21.037 -3.017 -12.673  O31 1.441, O33 1.470, C34 1.769, C37 1.778
33 O -19.746 -3.105 -13.369  S32 1.470
34 C -21.193 -4.184 -11.353  S32 1.769, C35 1.528, H38 1.128, H39 1.120
35 C -21.668 -5.443 -12.077  C34 1.528, C36 1.558, H40 1.120, H41 1.168
36 C -22.729 -5.021 -13.136  C35 1.558, C37 1.529, H42 1.029, H43 1.090
37 C -22.308 -3.675 -13.728  S32 1.778, C36 1.529, H44 1.110, H45 1.085
38 H -21.934 -3.770 -10.611  C34 1.128
39 H -20.202 -4.188 -10.830  C34 1.120
40 H -20.768 -5.920 -12.544  C35 1.120
41 H -22.149 -6.221 -11.351  C35 1.168
42 H -23.603 -4.946 -12.598  C36 1.029
43 H -22.909 -5.854 -13.815  C36 1.090
44 H -23.146 -2.949 -13.781  C37 1.110
45 H -21.791 -3.741 -14.680  C37 1.085
46 O -22.692 6.056 -7.737  S47 1.478
47 S -22.502 5.952 -6.275  O46 1.478, O48 1.466, C49 1.837, C52 1.847
48 O -22.657 7.111 -5.391  S47 1.466
49 C -23.550 4.593 -5.619  S47 1.837, C50 1.519, H53 1.079, H54 1.101
50 C -22.596 3.997 -4.598  C49 1.519, C51 1.531, H55 1.078, H56 1.152
51 C -21.183 3.873 -5.175  C50 1.531, C52 1.519, H57 1.057, H58 1.106
52 C -20.880 5.114 -5.997  S47 1.847, C51 1.519, H59 1.090, H60 1.103
53 H -23.863 3.908 -6.391  C49 1.079
54 H -24.450 5.060 -5.189  C49 1.101
55 H -22.546 4.763 -3.842  C50 1.078
56 H -22.949 3.005 -4.132  C50 1.152
57 H -21.115 2.959 -5.700  C51 1.057
58 H -20.430 3.780 -4.370  C51 1.106
59 H -20.495 4.923 -6.999  C52 1.090
60 H -20.165 5.848 -5.587  C52 1.103
61 O -28.467 2.231 -9.464  S62 1.447
62 S -28.398 3.641 -9.785  O61 1.447, O63 1.427, C64 1.788, C67 1.795
63 O -29.417 4.599 -9.500  S62 1.427
64 C -26.837 4.363 -9.296  S62 1.788, C65 1.479, H68 1.025, H69 1.080
65 C -26.181 4.772 -10.557  C64 1.479, C66 1.551, H70 1.080, H71 1.124
66 C -27.257 4.955 -11.659  C65 1.551, C67 1.481, H72 1.073, H73 1.069
67 C -28.067 3.721 -11.547  S62 1.795, C66 1.481, H74 1.130, H75 1.080
68 H -26.239 3.787 -8.696  C64 1.025
69 H -27.169 5.161 -8.648  C64 1.080
70 H -25.685 5.731 -10.557  C65 1.080
71 H -25.440 4.051 -10.996  C65 1.124
72 H -26.769 4.993 -12.614  C66 1.073
73 H -27.675 5.938 -11.610  C66 1.069
74 H -27.465 2.781 -11.724  C67 1.130
75 H -28.980 3.787 -12.120  C67 1.080
76 O -18.185 -1.133 -7.857  S77 1.448
77 S -18.388 -1.705 -9.172  O76 1.448, O78 1.436, C79 1.815, C82 1.831
78 O -19.523 -2.578 -9.276  S77 1.436
79 C -18.525 -0.522 -10.542  S77 1.815, C80 1.552, H83 1.081, H84 1.102
80 C -17.282 -0.801 -11.428  C79 1.552, C81 1.533, H85 1.043, H86 1.102
81 C -16.843 -2.260 -11.260  C80 1.533, C82 1.529, H87 1.110, H88 1.086
82 C -16.856 -2.523 -9.753  S77 1.831, C81 1.529, H89 1.096, H90 1.111
83 H -18.689 0.401 -10.004  C79 1.081
84 H -19.409 -0.891 -11.087  C79 1.102
85 H -17.468 -0.590 -12.433  C80 1.043
86 H -16.535 -0.082 -11.056  C80 1.102
87 H -15.831 -2.421 -11.685  C81 1.110
88 H -17.564 -2.934 -11.713  C81 1.086
89 H -16.029 -2.051 -9.209  C82 1.096
90 H -16.847 -3.583 -9.424  C82 1.111
91 O -24.063 -3.701 -10.481  S92 1.476
92 S -25.122 -4.619 -10.022  O91 1.476, O93 1.430, C94 1.853, C97 1.793
93 O -25.832 -5.376 -11.007  S92 1.430
94 C -24.564 -5.790 -8.698  S92 1.853, C95 1.549, H98 1.162, H99 1.095
95 C -25.587 -5.641 -7.545  C94 1.549, C96 1.582, H100 1.077, H101 1.090
96 C -26.825 -4.801 -8.060  C95 1.582, C97 1.534, H102 1.075, H103 1.080
97 C -26.345 -3.735 -9.054  S92 1.793, C96 1.534, H104 1.121, H105 1.140
98 H -23.490 -5.447 -8.417  C94 1.162
99 H -24.525 -6.763 -9.198  C94 1.095
100 H -25.927 -6.603 -7.203  C95 1.077
101 H -25.149 -5.191 -6.654  C95 1.090
102 H -27.304 -4.245 -7.274  C96 1.075
103 H -27.553 -5.433 -8.546  C96 1.080
104 H -25.912 -2.839 -8.538  C97 1.121
105 H -27.138 -3.432 -9.815  C97 1.140
106 O -23.243 1.735 -7.871  S107 1.424
107 S -22.228 2.028 -8.826  O106 1.424, O108 1.463, C109 1.764, C112 1.765
108 O -20.893 2.222 -8.260  S107 1.463
109 C -22.143 0.909 -10.186  S107 1.764, C110 1.531, H113 1.095, H114 1.063
110 C -21.865 1.736 -11.445  C109 1.531, C111 1.516, H115 1.103, H116 1.064
111 C -22.501 3.102 -11.282  C110 1.516, C112 1.568, H117 1.150, H118 1.082
112 C -22.748 3.427 -9.768  S107 1.765, C111 1.568, H119 1.070, H120 1.115
113 H -23.144 0.474 -10.272  C109 1.095
114 H -21.399 0.156 -10.087  C109 1.063
115 H -20.766 1.793 -11.528  C110 1.103
116 H -22.275 1.174 -12.250  C110 1.064
117 H -23.520 3.130 -11.814  C111 1.150
118 H -21.843 3.866 -11.676  C111 1.082
119 H -23.760 3.682 -9.532  C112 1.070
120 H -22.152 4.312 -9.443  C112 1.115
121 O -24.546 -2.140 -6.520  S122 1.484
122 S -23.236 -2.722 -6.140  O121 1.484, O123 1.409, C124 1.781, C127 1.787
123 O -23.045 -4.118 -6.171  S122 1.409
124 C -21.917 -1.919 -7.027  S122 1.781, C125 1.513, H128 1.095, H129 1.138
125 C -21.457 -0.758 -6.173  C124 1.513, C126 1.519, H130 1.109, H131 1.089
126 C -22.420 -0.599 -5.009  C125 1.519, C127 1.499, H132 1.085, H133 1.116
127 C -22.890 -1.952 -4.565  S122 1.787, C126 1.499, H134 1.119, H135 1.164
128 H -22.262 -1.658 -8.033  C124 1.095
129 H -21.075 -2.671 -7.176  C124 1.138
130 H -20.386 -0.798 -5.886  C125 1.109
131 H -21.562 0.204 -6.672  C125 1.089
132 H -23.286 -0.031 -5.329  C126 1.085
133 H -22.014 -0.048 -4.127  C126 1.116
134 H -23.880 -1.964 -4.045  C127 1.119
135 H -22.011 -2.523 -4.059  C127 1.164
136 C -21.753 4.502 -16.636  C137 1.510, H142 1.089, H143 1.095, H144 1.069
137 C -22.168 4.301 -15.199  C136 1.510, O138 1.471, H145 1.112, H146 1.122
138 O -23.231 3.284 -15.183  C137 1.471, C139 1.349
139 C -24.427 3.649 -14.677  O138 1.349, C140 1.539, O141 1.208
140 C -25.472 2.626 -15.154  C139 1.539, H147 1.106, H148 1.080, H149 1.056
141 O -24.730 4.636 -14.052  C139 1.208
142 H -22.483 5.030 -17.247  C136 1.089
143 H -21.511 3.555 -17.129  C136 1.095
144 H -20.906 5.155 -16.653  C136 1.069
145 H -21.344 3.993 -14.518  C137 1.112
146 H -22.596 5.254 -14.790  C137 1.122
147 H -25.446 1.770 -14.455  C140 1.106
148 H -25.324 2.242 -16.153  C140 1.080
149 H -26.447 3.027 -15.092  C140 1.056
150 C -25.934 -1.130 -13.086  C151 1.511, H156 1.147, H157 1.131, H158 1.098
151 C -24.922 -0.644 -12.075  C150 1.511, O152 1.456, H159 1.082, H160 1.139
152 O -25.383 -0.739 -10.697  C151 1.456, C153 1.369
153 C -25.555 0.446 -10.034  O152 1.369, C154 1.475, O155 1.200
154 C -26.027 0.228 -8.654  C153 1.475, H161 1.079, H162 1.102, H163 1.103
155 O -25.422 1.536 -10.517  C153 1.200
156 H -26.002 -2.231 -13.403  C150 1.147
157 H -25.677 -0.630 -14.067  C150 1.131
158 H -26.925 -0.838 -12.715  C150 1.098
159 H -24.105 -1.353 -12.097  C151 1.082
160 H -24.631 0.441 -12.266  C151 1.139
161 H -25.281 -0.354 -8.134  C154 1.079
162 H -26.918 -0.402 -8.503  C154 1.102
163 H -26.357 1.201 -8.251  C154 1.103
164 C -19.376 3.995 -10.964  C165 1.495, H170 1.081, H171 1.049, H172 1.098
165 C -18.387 4.624 -10.036  C164 1.495, O166 1.468, H173 1.079, H174 1.111
166 O -18.320 4.114 -8.662  C165 1.468, C167 1.354
167 C -17.670 2.948 -8.435  O166 1.354, C168 1.527, O169 1.182
168 C -17.773 2.454 -6.994  C167 1.527, H175 1.087, H176 1.114, H177 1.078
169 O -17.064 2.356 -9.259  C167 1.182
170 H -19.363 4.594 -11.863  C164 1.081
171 H -20.312 3.954 -10.491  C164 1.049
172 H -19.055 2.976 -11.214  C164 1.098
173 H -17.390 4.535 -10.439  C165 1.079
174 H -18.621 5.699 -9.881  C165 1.111
175 H -17.752 3.276 -6.283  C168 1.087
176 H -16.927 1.750 -6.818  C168 1.114
177 H -18.764 2.052 -6.856  C168 1.078

| no. | Kohn-Sham gap (eV) | E_HOMO (eV) | E_LUMO (eV) |
| --- | --- | --- | --- |
| 1 | 8.52 | -9.05 | -0.5 |
| 2 | 10.40 | -10.00 | 0.4 |